1.
The following is a DFT calculation (ωB97M-V/def2-TZVPD) of a molecular structure, C20H43InN2P3S in a non-equilibrium geometry.

```
! wB97M-V def2-TZVPD RIJCOSX def2/J DEFGRID3
* xyz 3 1
In 0.039 -0.179 -0.008
P 0.674 0.218 -2.458
P 2.061 1.361 0.675
P -2.352 -0.761 -0.685
H -0.486 2.642 1.091
C -1.204 1.828 1.201
C -1.006 0.782 2.095
H -0.151 0.750 2.761
C 0.165 1.819 -3.180
C 2.464 0.093 -2.759
C -0.024 -1.045 -3.568
C 2.060 1.863 2.433
C 3.755 0.674 0.506
C 2.153 2.920 -0.267
C -3.551 -0.736 0.686
C -2.515 -2.406 -1.421
C -3.046 0.434 -1.902
H -2.104 1.900 0.586
H -1.755 0.017 2.262
H 0.501 1.817 -4.227
H 0.628 2.655 -2.641
H -0.926 1.933 -3.140
H 2.601 0.161 -3.848
H 2.830 -0.880 -2.405
H 3.036 0.891 -2.271
H 0.401 -0.859 -4.565
H -1.117 -1.007 -3.623
H 0.285 -2.038 -3.219
H 2.970 2.445 2.631
H 2.056 0.969 3.067
H 1.173 2.458 2.669
H 4.520 1.464 0.484
H 3.828 0.087 -0.414
H 3.940 0.017 1.361
H 2.940 3.528 0.200
H 1.197 3.451 -0.208
H 2.398 2.755 -1.322
H -4.539 -1.015 0.293
H -3.610 0.257 1.145
H -3.231 -1.459 1.446
H -3.556 -2.519 -1.749
H -2.279 -3.150 -0.654
H -1.835 -2.547 -2.266
H -4.104 0.175 -2.048
H -2.519 0.405 -2.864
H -2.991 1.454 -1.500
C -6.966 3.027 0.227
C -7.455 4.117 -0.514
C -7.982 5.233 0.143
C -8.030 5.266 1.546
C -7.549 4.178 2.289
C -7.023 3.064 1.634
S -6.282 1.632 -0.531
H -6.416 2.010 -1.845
H -7.405 4.063 -1.600
H -8.358 6.082 -0.437
H -8.442 6.138 2.055
H -7.583 4.197 3.382
H -6.645 2.209 2.189
C 3.593 -4.265 0.404
N 3.675 -2.872 0.872
C 4.841 -2.404 1.600
C 2.588 -2.161 0.737
N 1.514 -1.749 0.436
H 4.531 -4.751 0.711
H 3.448 -4.285 -0.692
H 2.701 -4.745 0.842
H 5.369 -1.576 1.058
H 4.568 -1.976 2.600
H 5.519 -3.278 1.728
*
```

## Properties
- Relative energy (zero: lowest compared OMol25 entry of this formula, charge and spin): 5.2 kcal/mol
- Highest occupied orbital energy: -13.78 eV
- HOMO-LUMO gap: 0.14677 Ha


2.
The following is a DFT calculation (ωB97M-V/def2-TZVPD) of a molecular structure, C20H43MnN2P3SSe in a non-equilibrium geometry.

```
! wB97M-V def2-TZVPD RIJCOSX def2/J DEFGRID3
* xyz 3 5
Mn -0.151 0.361 0.361
P -2.105 -0.024 1.698
P 1.103 -0.709 1.955
P -1.429 1.013 -1.383
H 5.435 -3.048 -4.569
C 5.355 -2.160 -5.219
C 5.538 -0.918 -4.712
H 6.054 -0.803 -3.742
C -2.900 -1.662 1.486
C -1.907 0.116 3.515
C -3.472 1.165 1.427
C 2.712 -1.104 1.196
C 1.563 0.182 3.487
C 0.549 -2.333 2.616
C -0.351 1.030 -2.849
C -2.165 2.684 -1.405
C -2.833 -0.063 -1.877
H 5.154 -2.422 -6.270
H 5.199 0.011 -5.196
H -3.769 -1.763 2.148
H -2.187 -2.464 1.712
H -3.227 -1.792 0.448
H -2.886 0.044 4.009
H -1.457 1.083 3.775
H -1.271 -0.679 3.915
H -4.247 1.032 2.193
H -3.937 1.024 0.446
H -3.096 2.196 1.488
H 3.345 -1.640 1.917
H 3.206 -0.169 0.898
H 2.551 -1.727 0.306
H 2.227 -0.461 4.086
H 0.676 0.415 4.091
H 2.083 1.119 3.247
H 1.303 -2.700 3.328
H 0.448 -3.040 1.779
H -0.418 -2.260 3.131
H -0.943 1.346 -3.719
H 0.074 0.032 -3.018
H 0.466 1.745 -2.679
H -2.502 2.892 -2.430
H -1.417 3.435 -1.118
H -3.025 2.746 -0.728
H -3.274 0.361 -2.792
H -3.608 -0.114 -1.099
H -2.460 -1.080 -2.073
C 0.835 -2.798 -2.310
C 1.923 -1.938 -2.506
C 2.811 -2.222 -3.539
C 2.652 -3.323 -4.376
C 1.540 -4.161 -4.204
C 0.626 -3.885 -3.194
Se -0.430 -2.708 -0.879
H 0.095 -1.197 -0.638
H 2.092 -1.071 -1.868
H 3.650 -1.552 -3.671
H 3.406 -3.498 -5.145
H 1.385 -5.021 -4.851
H -0.257 -4.498 -3.041
S 0.518 2.443 0.962
C -0.514 3.214 2.149
N -1.586 3.983 1.890
C -2.139 4.610 3.087
C -1.247 4.069 4.195
N -0.323 3.192 3.477
H -1.771 4.282 0.938
H -3.176 4.294 3.233
H -2.095 5.702 3.027
H -1.829 3.490 4.920
H -0.714 4.874 4.713
H 0.543 2.826 3.848
*
```

## Properties
- Highest occupied orbital energy (spin up / spin down): -16.23 / -16.20 eV
- <S²>: 6.089
- HOMO-LUMO gap (spin up / spin down): 0.22488 / 0.14132 Ha


3.
The following is a DFT calculation (ωB97M-V/def2-TZVPD) of a molecular structure, C20H43N2P3PrS in a non-equilibrium geometry.

```
! wB97M-V def2-TZVPD RIJCOSX def2/J DEFGRID3
* xyz 3 3
Pr -0.897 1.415 -0.021
P 0.500 -0.896 1.422
P 0.416 3.166 2.011
P 0.218 -2.622 -3.292
H -0.443 2.112 -3.597
C -0.881 1.157 -3.276
C -1.684 1.102 -2.146
H -2.309 2.003 -1.927
C 2.303 -1.251 1.425
C 0.255 -0.685 3.236
C -0.102 -2.622 1.283
C 0.241 4.946 1.580
C -0.147 3.119 3.759
C 2.233 3.006 2.199
C -0.102 -3.732 -4.644
C -1.288 -2.455 -2.327
C 1.522 -3.339 -2.269
H -0.935 0.378 -4.032
H -2.077 0.097 -1.887
H 2.604 -1.760 2.356
H 2.857 -0.307 1.333
H 2.551 -1.893 0.568
H 0.567 -1.602 3.756
H -0.805 -0.499 3.448
H 0.846 0.161 3.604
H 0.165 -3.196 2.179
H 0.346 -3.116 0.416
H -1.190 -2.646 1.171
H -0.396 5.436 2.335
H -0.239 5.018 0.586
H 1.233 5.426 1.548
H 0.719 3.045 4.432
H -0.796 2.242 3.887
H -0.711 4.038 3.964
H 2.650 3.986 2.500
H 2.681 2.697 1.237
H 2.458 2.248 2.971
H 0.561 -4.594 -4.570
H 0.085 -3.211 -5.587
H -1.141 -4.067 -4.611
H -1.922 -3.338 -2.481
H -1.844 -1.583 -2.683
H -1.083 -2.348 -1.254
H 1.800 -4.308 -2.721
H 1.180 -3.495 -1.236
H 2.392 -2.661 -2.271
C 2.249 1.198 -2.878
C 3.201 0.541 -2.066
C 3.996 1.260 -1.173
C 3.726 2.637 -1.009
C 2.676 3.285 -1.676
C 1.957 2.563 -2.642
S 1.625 0.217 -4.173
H 0.955 -1.189 -3.929
H 3.324 -0.532 -2.211
H 4.836 0.809 -0.630
H 4.342 3.202 -0.328
H 2.406 4.314 -1.429
H 1.125 3.056 -3.146
C -5.428 -1.915 1.468
N -4.218 -1.342 2.075
C -4.016 -1.466 3.541
C -3.423 -0.602 1.368
N -2.612 0.071 0.820
H -5.954 -2.471 2.247
H -5.154 -2.584 0.644
H -6.074 -1.120 1.077
H -3.029 -1.907 3.747
H -4.084 -0.474 4.015
H -4.813 -2.121 3.916
*
```

## Properties
- Relative energy (zero: lowest compared OMol25 entry of this formula, charge and spin): 55.6 kcal/mol
- Highest occupied orbital energy (spin up / spin down): -14.93 / -15.06 eV
- <S²>: 2.060
- HOMO-LUMO gap (spin up / spin down): 0.16024 / 0.19051 Ha


4.
The following is a DFT calculation (ωB97M-V/def2-TZVPD) of a molecular structure, C20H43NNiPS4.

```
! wB97M-V def2-TZVPD RIJCOSX def2/J DEFGRID3
* xyz 1 1
Ni -0.014 -0.008 1.860
C 1.503 2.721 2.481
C 0.089 3.033 1.991
S -1.108 2.156 3.036
C -2.496 1.748 1.942
C -3.114 0.422 2.380
S -2.074 -1.040 1.987
C -1.943 -1.959 3.562
C -0.489 -2.361 3.813
S 0.392 -0.796 4.042
C 2.161 -1.072 3.791
C 2.752 0.317 3.543
S 2.066 1.038 2.010
H 1.585 2.808 3.565
H 2.208 3.424 2.037
H -0.049 2.685 0.966
H -0.072 4.110 2.044
H -2.105 1.668 0.926
H -3.264 2.522 1.990
H -4.063 0.275 1.863
H -3.316 0.402 3.452
H -2.572 -2.848 3.502
H -2.323 -1.333 4.371
H -0.072 -2.891 2.954
H -0.413 -2.997 4.694
H 2.312 -1.723 2.927
H 2.619 -1.529 4.668
H 3.833 0.245 3.434
H 2.543 0.988 4.377
C 1.375 -2.193 -2.753
C 1.279 -1.443 -1.416
C 2.672 -0.863 -1.128
C 0.994 -2.473 -0.312
P 0.006 -0.043 -1.328
N -0.273 0.483 0.116
C -1.578 -0.660 -2.164
C -2.753 0.212 -1.688
C -1.583 -0.679 -3.696
C -1.916 -2.077 -1.672
C 0.662 1.423 -2.340
C 1.216 1.126 -3.737
C -0.482 2.440 -2.492
C 1.766 2.137 -1.531
H 2.166 -2.941 -2.667
H 1.639 -1.542 -3.583
H 0.465 -2.721 -3.017
H 3.373 -1.692 -1.016
H 2.696 -0.273 -0.214
H 3.038 -0.245 -1.941
H 1.894 -3.071 -0.150
H 0.188 -3.156 -0.567
H 0.738 -1.993 0.647
H -2.653 1.264 -1.937
H -2.875 0.133 -0.608
H -3.663 -0.159 -2.162
H -1.591 0.321 -4.126
H -2.495 -1.177 -4.034
H -0.742 -1.224 -4.120
H -1.878 -2.150 -0.588
H -1.281 -2.849 -2.094
H -2.940 -2.304 -1.978
H 0.478 0.699 -4.412
H 2.084 0.471 -3.714
H 1.549 2.069 -4.179
H -1.274 2.093 -3.150
H -0.072 3.349 -2.934
H -0.916 2.700 -1.525
H 2.757 1.741 -1.735
H 1.579 2.069 -0.461
H 1.779 3.192 -1.806
*
```

## Properties
- Highest occupied orbital energy (spin up / spin down): -10.15 / -10.13 eV
- HOMO-LUMO gap (spin up / spin down): 0.27285 / 0.26556 Ha